Here is a single C15H17NO3S2 molecule at a distorted geometry from OMol25. Energies are from the ωB97M-V functional and the def2-TZVPD basis.

Summary:
F_max = 15.900 eV/Å
Energy = -1658.2500 Eh
HOMO-LUMO gap = 7.874 eV
ΔE to the lowest compared entry with this formula, charge and spin = 961.3 kJ/mol
Structure (SMILES) = CCOC(=O)c1c(NC(=O)Cc2cccs2)sc(C)c1C

CARTESIAN COORDINATES (ANGSTROEM)
S  5.222  -1.437  1.050
S  0.201  2.460  -0.277
O  -1.000  -2.207  -0.151
O  2.428  1.489  -0.661
O  -2.989  -1.615  -0.064
N  1.048  -0.298  -0.448
C  -1.772  -1.275  -0.037
C  -2.187  1.161  0.267
C  -1.419  2.537  0.266
C  4.651  -0.447  -0.368
C  -3.631  1.411  0.474
C  -4.868  -2.871  0.261
C  6.708  -0.567  1.023
C  5.468  0.431  -0.936
C  -1.373  0.238  -0.116
C  3.311  -1.059  -1.071
C  6.580  0.488  0.105
C  -0.086  0.624  -0.269
C  2.215  0.409  -0.611
C  -2.048  3.869  0.383
C  -3.260  -2.813  -0.006
H  -5.373  -2.091  -0.561
H  3.338  -0.826  -1.994
H  -2.734  -3.287  0.746
H  -2.493  3.851  1.474
H  -3.053  -3.231  -1.004
H  -4.240  0.770  -0.246
H  0.665  -1.184  -0.319
H  7.534  -0.472  1.644
H  7.409  1.278  -0.072
H  -3.836  0.570  1.434
H  -5.248  -3.885  0.380
H  -5.173  -2.460  0.973
H  5.223  1.097  -1.725
H  -1.231  4.540  0.449
H  2.826  -1.741  -0.415
H  -4.079  2.343  0.640
H  -2.735  4.202  -0.216

These are the Löwdin partial charges, in e, on atoms 1 to 5: 0.960, 1.163, 0.099, 0.079, 0.035


Here is a single C3H8N4O molecule at a distorted geometry from OMol25. Energies are from the ωB97M-V functional and the def2-TZVPD basis.

Summary:
F_max = 5.672 eV/Å
Energy = -413.2033 Eh
HOMO-LUMO gap = 9.858 eV
ΔE to the lowest compared entry with this formula, charge and spin = 558.7 kJ/mol
Structure (SMILES) = [H]/N=C\NO/C(C)=N\N

CARTESIAN COORDINATES (ANGSTROEM)
O  -0.624  0.987  -0.554
N  0.885  -1.702  -0.056
N  1.299  -0.469  -0.443
N  -1.457  -0.046  -0.137
N  -2.276  -1.289  1.880
C  0.737  0.612  -0.629
C  -1.838  -0.279  1.319
C  1.545  1.819  -1.125
H  0.241  -1.585  0.875
H  1.486  2.641  -0.365
H  1.172  2.349  -2.116
H  -1.553  0.490  1.983
H  -1.269  -0.895  -0.756
H  2.636  1.793  -1.154
H  1.588  -2.382  0.162
H  -2.570  -2.043  1.115

These are the Löwdin partial charges, in e, on atoms 1 to 5: -0.072, -0.018, -0.013, -0.037, 0.065


> Which value of F_max does entry 2 give?

5.672 eV/Å


> What is the formula in the first record?

C15H17NO3S2


> Among the records above, which one has the highest F_max?

C15H17NO3S2